[1]
A 11-piece molecular cluster, C58H126F10N9O14S6 overall. Source: OMol25; level of theory: wB97M-V/def2-TZVPD.

Geometry as XYZ:
```
223
Properties=species:S:1:pos:R:3:lowdin_charge:R:1
C -9.75 19.85 4.37 -0.09
C -8.83 19.69 3.20 -0.26
C -7.87 18.62 3.42 -0.13
N -6.82 18.44 2.29 -0.16
C -7.44 18.09 0.93 0.02
C -5.88 19.72 2.03 -0.07
C -4.67 19.42 2.94 -0.13
C -4.43 17.89 2.86 -0.13
C -5.82 17.35 2.75 -0.11
H -9.43 20.63 5.06 0.08
H -9.86 18.95 4.98 0.08
H -10.79 20.04 4.11 0.08
H -8.39 20.67 3.02 0.10
H -9.41 19.47 2.31 0.12
H -8.40 17.67 3.50 0.15
H -7.27 18.69 4.32 0.14
H -6.64 17.81 0.25 0.09
H -7.85 19.02 0.51 0.07
H -8.22 17.34 1.08 0.08
H -5.60 19.81 0.98 0.09
H -6.28 20.69 2.32 0.10
H -3.81 19.97 2.56 0.12
H -4.95 19.77 3.93 0.11
H -3.89 17.51 2.00 0.10
H -3.91 17.47 3.72 0.13
H -5.93 16.52 2.04 0.13
H -6.05 16.94 3.73 0.13
C -8.99 22.47 -0.13 -0.07
C -10.03 23.38 0.46 -0.22
C -9.59 24.12 1.74 -0.11
N -10.81 24.74 2.46 -0.23
C -11.57 25.74 1.59 0.03
C -10.31 25.49 3.74 -0.08
C -10.98 24.74 4.87 -0.18
C -12.27 24.15 4.35 -0.12
C -11.76 23.71 2.98 -0.13
H -8.96 21.51 0.38 0.07
H -7.98 22.88 -0.05 0.06
H -9.22 22.32 -1.19 0.06
H -10.97 22.86 0.63 0.10
H -10.32 24.17 -0.24 0.08
H -8.86 24.92 1.64 0.11
H -9.09 23.48 2.47 0.12
H -12.13 25.21 0.82 0.11
H -10.86 26.50 1.24 0.11
H -12.26 26.30 2.21 0.11
H -10.71 26.50 3.73 0.13
H -9.23 25.53 3.86 0.13
H -11.28 25.44 5.64 0.12
H -10.29 24.07 5.37 0.12
H -13.04 24.92 4.24 0.13
H -12.56 23.29 4.95 0.13
H -12.60 23.57 2.29 0.14
H -11.27 22.74 3.05 0.13
C -7.68 29.27 -5.96 -0.09
C -8.17 28.24 -4.96 -0.28
C -8.87 27.06 -5.57 -0.12
N -9.17 25.83 -4.60 -0.18
C -10.06 26.21 -3.36 0.05
C -7.85 25.19 -4.18 -0.16
C -8.19 23.73 -3.94 -0.18
C -9.03 23.34 -5.09 -0.20
C -9.79 24.60 -5.38 -0.09
H -8.58 29.76 -6.35 0.08
H -7.14 28.83 -6.80 0.08
H -7.06 29.94 -5.38 0.08
H -8.81 28.69 -4.20 0.11
H -7.31 27.88 -4.41 0.08
H -8.36 26.65 -6.44 0.11
H -9.85 27.26 -6.00 0.13
H -10.21 25.35 -2.70 0.08
H -10.90 26.76 -3.76 0.11
H -9.35 26.81 -2.80 0.06
H -7.30 25.73 -3.42 0.09
H -7.22 25.26 -5.07 0.09
H -8.79 23.57 -3.05 0.11
H -7.25 23.19 -4.01 0.10
H -9.72 22.51 -4.98 0.12
H -8.43 23.15 -5.98 0.09
H -10.80 24.43 -4.98 0.11
H -9.88 24.73 -6.45 0.13
C -4.80 23.52 2.38 -0.11
C -4.87 23.13 0.95 -0.24
C -3.77 23.95 0.24 -0.11
N -3.66 23.76 -1.28 -0.21
C -3.48 22.23 -1.66 0.07
C -4.85 24.42 -1.99 -0.14
C -4.37 24.86 -3.34 -0.20
C -2.81 24.84 -3.29 -0.15
C -2.41 24.47 -1.87 -0.09
H -4.94 24.60 2.45 0.08
H -3.83 23.34 2.85 0.09
H -5.55 23.05 3.01 0.07
H -5.86 23.19 0.50 0.09
H -4.61 22.07 0.92 0.09
H -2.84 23.55 0.66 0.14
H -3.80 25.02 0.44 0.13
H -3.47 22.06 -2.74 0.10
H -4.37 21.77 -1.21 0.08
H -2.51 21.95 -1.25 0.11
H -5.66 23.69 -2.06 0.12
H -5.13 25.30 -1.41 0.08
H -4.77 24.22 -4.13 0.08
H -4.74 25.86 -3.54 0.09
H -2.47 24.14 -4.06 0.09
H -2.33 25.79 -3.54 0.11
H -1.46 23.96 -1.70 0.14
H -2.25 25.44 -1.40 0.12
C -10.22 14.72 -6.10 -0.09
C -9.18 15.25 -5.11 -0.22
C -8.64 14.17 -4.15 -0.11
N -7.61 14.58 -3.11 -0.22
C -6.52 15.51 -3.68 0.03
C -6.94 13.37 -2.46 -0.10
C -6.70 13.65 -0.98 -0.15
C -7.17 15.04 -0.66 -0.12
C -8.24 15.16 -1.78 -0.07
H -10.69 15.48 -6.73 0.05
H -10.95 14.08 -5.59 0.08
H -9.78 14.01 -6.78 0.08
H -9.56 15.98 -4.39 0.10
H -8.52 15.83 -5.76 0.10
H -8.15 13.31 -4.60 0.13
H -9.49 13.78 -3.59 0.14
H -5.73 15.64 -2.94 0.08
H -6.85 16.54 -3.82 0.08
H -6.22 14.99 -4.59 0.12
H -5.99 13.18 -2.97 0.13
H -7.59 12.53 -2.69 0.13
H -5.63 13.48 -0.85 0.12
H -7.12 12.88 -0.33 0.13
H -6.38 15.78 -0.79 0.09
H -7.65 15.25 0.30 0.11
H -8.37 16.22 -1.97 0.11
H -9.26 14.81 -1.68 0.13
C -1.82 21.30 -5.98 -0.06
C -2.94 20.94 -7.02 -0.21
C -4.39 21.23 -6.69 -0.11
N -5.45 20.57 -7.61 -0.23
C -5.22 20.98 -9.07 0.04
C -5.49 19.03 -7.46 -0.05
C -6.32 18.67 -6.17 -0.13
C -7.28 19.77 -6.16 -0.19
C -6.86 20.90 -7.11 -0.08
H -0.86 21.40 -6.48 0.08
H -1.72 20.51 -5.24 0.06
H -2.09 22.28 -5.58 0.05
H -2.80 19.86 -7.05 0.10
H -2.57 21.46 -7.91 0.11
H -4.61 22.28 -6.87 0.10
H -4.56 21.03 -5.63 0.13
H -5.15 22.07 -9.11 0.10
H -6.14 20.62 -9.53 0.10
H -4.26 20.57 -9.36 0.11
H -5.89 18.60 -8.37 0.13
H -4.49 18.58 -7.39 0.12
H -6.80 17.70 -6.34 0.11
H -5.82 18.60 -5.20 0.10
H -8.27 19.34 -6.34 0.10
H -7.51 20.05 -5.13 0.07
H -7.57 21.11 -7.91 0.12
H -6.78 21.88 -6.64 0.09
C -11.19 21.61 -7.86 -0.10
C -11.32 20.21 -7.42 -0.23
C -12.69 19.99 -6.71 -0.08
N -12.85 18.54 -6.14 -0.22
C -11.74 18.22 -5.14 0.05
C -12.98 17.52 -7.24 -0.13
C -13.85 16.42 -6.69 -0.14
C -14.75 17.12 -5.59 -0.13
C -14.25 18.51 -5.42 -0.08
H -12.01 21.94 -8.51 0.09
H -10.25 21.84 -8.36 0.07
H -11.30 22.31 -7.04 0.06
H -10.52 20.00 -6.71 0.08
H -11.10 19.43 -8.15 0.11
H -13.56 20.21 -7.33 0.14
H -12.92 20.64 -5.86 0.10
H -12.03 17.28 -4.67 0.12
H -11.66 19.11 -4.51 0.11
H -10.88 18.04 -5.79 0.08
H -12.03 17.12 -7.58 0.11
H -13.50 17.99 -8.08 0.14
H -13.33 15.61 -6.16 0.10
H -14.40 15.94 -7.51 0.12
H -14.64 16.43 -4.76 0.11
H -15.82 17.00 -5.80 0.12
H -14.12 18.82 -4.38 0.12
H -14.91 19.22 -5.91 0.14
C -8.70 19.55 -2.70 -0.60
F -9.16 20.70 -3.09 0.14
F -9.42 19.22 -1.60 0.10
F -8.92 18.62 -3.66 0.09
S -6.77 19.75 -2.24 0.53
O -6.69 20.47 -0.96 -0.35
O -6.18 18.40 -2.15 -0.33
O -6.26 20.54 -3.37 -0.35
C -12.60 22.14 -2.16 -0.61
F -11.82 21.12 -2.51 0.10
F -13.36 21.85 -1.07 0.09
F -11.91 23.23 -1.85 0.10
S -13.79 22.62 -3.68 0.51
O -14.57 21.38 -3.91 -0.36
O -14.64 23.70 -3.17 -0.33
O -12.91 22.87 -4.81 -0.38
N -13.01 17.58 0.33 -0.24
S -11.54 16.88 0.03 0.59
O -10.65 16.68 1.20 -0.32
O -10.95 16.89 -1.31 -0.32
F -12.27 15.43 0.02 -0.22
S -12.78 18.85 -0.46 0.47
O -12.94 18.68 -1.92 -0.31
O -11.93 19.89 0.12 -0.31
F -14.27 19.41 -0.08 -0.21
N -1.81 17.37 -1.93 -0.20
S -2.78 17.42 -0.86 0.40
O -3.68 16.26 -0.64 -0.32
O -3.20 18.76 -0.36 -0.32
F -1.67 16.96 0.22 -0.22
S -2.96 17.92 -3.05 0.54
O -3.32 19.31 -3.01 -0.29
O -3.97 17.02 -3.58 -0.28
F -1.91 17.97 -4.23 -0.19
```

Spin multiplicity = 2
HOMO energy (alpha / beta) = -5.9 / -11.7 eV
Net charge = +2
Gap between HOMO and LUMO (alpha / beta) = 2.3 / 8.2 eV


[2]
C36H33BCl2MoN10O2S as an isolated structure. Source: OMol25; level of theory: wB97M-V/def2-TZVPD.

Geometry as XYZ:
```
86
Properties=species:S:1:pos:R:3:lowdin_charge:R:1
Mo -0.44 -0.05 -0.65 1.67
C 1.18 2.48 -2.97 -0.06
C 0.72 2.87 -1.60 -0.34
C 0.72 4.17 -1.10 0.01
C 0.26 4.06 0.19 -0.02
N -0.01 2.77 0.44 0.04
N 0.29 2.02 -0.65 -0.06
B -0.32 2.14 1.81 -0.66
N 0.77 1.07 2.05 0.04
C 1.52 0.82 3.12 -0.03
C 2.14 -0.40 2.94 0.00
C 1.69 -0.87 1.71 -0.32
C 2.05 -2.19 1.12 -0.01
N 0.86 0.04 1.16 -0.03
N -1.69 1.41 1.75 0.04
C -2.69 1.36 2.63 -0.04
C -3.67 0.52 2.14 0.01
C -3.18 0.05 0.93 -0.30
C -3.81 -0.91 -0.03 0.00
N -1.97 0.59 0.71 -0.03
N -0.36 3.23 2.85 -0.02
C -1.35 4.15 3.03 -0.09
C -0.84 5.18 3.78 -0.01
C 0.50 4.81 4.02 -0.34
C 1.54 5.57 4.78 -0.03
N 0.79 3.66 3.44 0.12
H 1.28 3.38 -3.57 0.10
H 2.16 2.01 -2.93 0.04
H 0.49 1.82 -3.49 0.04
H 1.02 5.06 -1.62 0.11
H 0.12 4.81 0.95 0.13
H 1.58 1.54 3.92 0.11
H 2.82 -0.89 3.61 0.12
H 1.61 -2.99 1.72 0.09
H 1.70 -2.32 0.10 0.05
H 3.13 -2.32 1.13 0.09
H -2.66 1.93 3.55 0.13
H -4.62 0.28 2.60 0.11
H -4.88 -0.94 0.14 0.09
H -3.63 -0.59 -1.05 0.07
H -3.42 -1.92 0.10 0.08
H -2.33 4.02 2.59 0.12
H -1.36 6.06 4.12 0.11
H 1.13 5.98 5.70 0.08
H 2.37 4.91 5.03 0.08
H 1.93 6.40 4.19 0.08
O -1.60 0.91 -1.97 -0.25
C -1.78 0.84 -3.27 -0.35
C -2.16 1.99 -3.97 0.00
C -2.36 1.93 -5.33 -0.04
C -2.21 0.72 -6.04 -0.07
C -1.89 -0.42 -5.36 -0.02
C -1.66 -0.38 -3.97 -0.17
C -1.47 -1.59 -3.24 -0.08
N -1.16 -1.66 -1.98 -0.16
N -1.21 -2.95 -1.48 0.11
C -0.94 -2.91 -0.22 -0.44
O -0.65 -1.78 0.37 -0.24
C -0.98 -4.13 0.61 -0.16
C -1.01 -5.39 0.01 -0.02
C -1.04 -6.52 0.80 -0.06
C -1.06 -6.41 2.18 -0.07
C -1.03 -5.16 2.78 -0.06
C -0.99 -4.01 2.00 -0.03
H -2.28 2.91 -3.42 0.13
H -2.64 2.82 -5.87 0.12
H -2.37 0.70 -7.11 0.11
H -1.80 -1.37 -5.87 0.12
H -1.64 -2.54 -3.74 0.15
H -1.00 -5.46 -1.07 0.11
H -1.06 -7.50 0.34 0.11
H -1.09 -7.30 2.80 0.11
H -1.05 -5.07 3.86 0.11
H -0.97 -3.03 2.45 0.12
Cl 2.02 -3.54 -3.14 0.73
C 3.18 -2.60 -2.27 -0.68
C 4.38 -3.18 -1.92 -0.08
C 5.30 -2.44 -1.18 -0.04
C 5.02 -1.15 -0.79 -0.09
C 3.80 -0.58 -1.11 -0.66
Cl 3.49 1.04 -0.62 0.79
C 2.86 -1.29 -1.87 -0.65
S 1.35 -0.61 -2.41 0.88
H 4.59 -4.20 -2.22 0.12
H 6.25 -2.89 -0.91 0.12
H 5.73 -0.57 -0.22 0.12
```

Energy relative to the best compared isomer or geometry (same formula, charge and spin) = 1.13 kcal/mol
Spin multiplicity = 4
HOMO energy (alpha / beta) = -10.6 / -10.9 eV
Net charge = +1
Gap between HOMO and LUMO (alpha / beta) = 7.7 / 5.0 eV


[3]
C41H37F5IrNO5PSTe2 as an isolated structure. Source: OMol25; level of theory: wB97M-V/def2-TZVPD.

Geometry as XYZ:
```
94
Properties=species:S:1:pos:R:3:lowdin_charge:R:1
Ir 1.84 1.96 -0.78 1.22
O 2.68 4.64 -3.63 -0.24
S 2.50 3.41 -2.94 0.53
O 1.12 3.16 -2.42 -0.43
O 3.38 3.13 -1.78 -0.40
C 2.89 2.09 -4.09 -0.25
C 3.39 2.47 -5.33 -0.04
C 3.80 1.49 -6.22 -0.05
C 3.73 0.15 -5.88 -0.06
C 3.22 -0.22 -4.64 -0.07
C 2.80 0.75 -3.73 -0.29
P 1.97 0.26 -2.19 0.95
C 2.86 -1.16 -1.52 -0.34
C 2.18 -2.12 -0.78 -0.11
C 2.88 -3.13 -0.12 -0.08
C 4.27 -3.16 -0.19 -0.07
C 4.95 -2.19 -0.91 -0.06
C 4.25 -1.19 -1.56 -0.07
C 0.40 -0.38 -2.85 -0.34
C 0.23 -1.71 -3.24 -0.09
C -0.97 -2.12 -3.82 -0.07
C -1.98 -1.20 -4.05 -0.07
C -1.80 0.13 -3.69 -0.09
C -0.62 0.54 -3.09 -0.14
H 3.45 3.52 -5.57 0.12
H 4.19 1.78 -7.19 0.11
H 4.06 -0.61 -6.57 0.11
H 3.14 -1.27 -4.38 0.11
H 1.10 -2.09 -0.71 0.09
H 2.34 -3.87 0.45 0.11
H 4.82 -3.94 0.32 0.11
H 6.03 -2.20 -0.94 0.11
H 4.79 -0.42 -2.10 0.12
H 1.01 -2.43 -3.08 0.10
H -1.10 -3.16 -4.10 0.11
H -2.91 -1.52 -4.51 0.11
H -2.59 0.85 -3.88 0.11
H -0.49 1.58 -2.82 0.08
F 2.39 3.06 3.00 -0.35
Te 2.73 4.33 1.67 1.79
F 3.85 5.12 2.92 -0.35
F 1.39 5.40 2.39 -0.36
F 4.23 3.37 1.13 -0.36
F 3.23 5.71 0.54 -0.35
O 1.56 3.59 0.51 -0.67
C -5.51 -4.80 1.72 -0.05
C -4.61 -3.64 1.37 -0.26
C -5.10 -2.53 0.70 -0.01
C -4.29 -1.45 0.39 -0.30
C -4.88 -0.26 -0.32 -0.07
C -2.95 -1.49 0.76 -0.38
Te -1.68 0.17 0.19 1.75
N 0.48 1.02 0.42 -0.25
C 1.41 0.65 1.24 -0.60
O 2.60 0.95 0.81 -0.16
C 1.27 -0.01 2.56 -0.17
C 0.38 0.49 3.50 -0.03
C 0.26 -0.15 4.73 -0.07
C 1.01 -1.28 5.00 -0.08
C 1.92 -1.76 4.07 -0.07
C 2.06 -1.12 2.85 -0.02
C -2.34 1.36 1.78 -0.42
C -2.87 0.76 2.92 -0.13
C -3.26 1.53 4.00 -0.08
C -3.12 2.91 3.94 -0.07
C -2.62 3.50 2.80 -0.03
C -2.23 2.75 1.69 -0.30
C -1.69 3.46 0.47 -0.06
C -2.42 -2.59 1.44 -0.30
C -0.99 -2.64 1.90 -0.06
C -3.27 -3.66 1.74 -0.01
H -6.48 -4.70 1.24 0.07
H -5.67 -4.86 2.79 0.08
H -5.07 -5.75 1.40 0.08
H -6.15 -2.50 0.42 0.12
H -5.94 -0.42 -0.53 0.08
H -4.38 -0.06 -1.27 0.06
H -4.80 0.65 0.29 0.08
H -0.18 1.39 3.29 0.11
H -0.43 0.24 5.47 0.11
H 0.91 -1.78 5.96 0.10
H 2.53 -2.62 4.30 0.10
H 2.78 -1.46 2.12 0.11
H -2.96 -0.32 2.97 0.10
H -3.66 1.05 4.89 0.11
H -3.40 3.52 4.79 0.11
H -2.52 4.58 2.76 0.12
H -2.01 4.50 0.47 0.09
H -2.05 2.99 -0.45 0.06
H -0.60 3.44 0.46 0.04
H -0.29 -2.45 1.08 0.05
H -0.75 -3.61 2.33 0.09
H -0.79 -1.88 2.66 0.06
H -2.87 -4.52 2.26 0.12
```

Energy relative to the best compared isomer or geometry (same formula, charge and spin) = 0.00 kcal/mol
Spin multiplicity = 2
HOMO energy (alpha / beta) = -7.7 / -8.8 eV
Gap between HOMO and LUMO (alpha / beta) = 7.6 / 7.2 eV


[4]
A 7-piece molecular cluster, C16H48N6O7 overall. Source: OMol25; level of theory: wB97M-V/def2-TZVPD.

Geometry as XYZ:
```
77
Properties=species:S:1:pos:R:3:lowdin_charge:R:1
C -4.23 2.04 1.94 -0.08
C -4.26 1.45 3.34 -0.29
O -4.08 0.03 3.23 -0.09
H -3.36 1.76 1.35 0.05
H -4.28 3.13 2.01 0.08
H -5.11 1.69 1.39 0.09
H -5.25 1.67 3.75 0.11
H -3.45 1.83 3.96 0.11
H -3.77 -0.34 4.06 0.10
C 1.49 -3.85 0.12 -0.09
C 0.56 -3.21 1.12 -0.31
O -0.71 -2.99 0.51 -0.09
H 2.51 -3.74 0.54 0.07
H 1.53 -3.32 -0.83 0.05
H 1.37 -4.91 -0.08 0.08
H 0.97 -2.24 1.41 0.09
H 0.45 -3.84 2.01 0.10
H -1.11 -2.20 0.89 0.03
C -0.30 0.65 0.52 -0.07
C -0.84 0.25 1.88 -0.28
O -1.87 -0.76 1.73 -0.10
H 0.57 1.30 0.68 0.08
H -1.08 1.22 0.01 0.06
H 0.03 -0.20 -0.07 0.07
H -1.36 1.11 2.33 0.10
H -0.09 -0.09 2.59 0.09
H -2.70 -0.38 2.04 0.04
C -3.80 4.11 -2.75 -0.67
O -4.63 4.01 -3.62 0.04
N -3.20 5.29 -2.40 0.14
N -3.38 3.02 -1.98 0.14
H -2.34 5.31 -1.88 0.09
H -3.52 6.11 -2.88 0.10
H -3.79 2.14 -2.23 0.09
H -3.11 3.19 -1.03 0.08
C 0.81 -2.99 4.79 -0.69
O -0.16 -3.72 4.90 0.03
N 0.70 -1.63 4.79 0.15
N 2.07 -3.50 4.56 0.15
H -0.20 -1.21 4.91 0.10
H 1.48 -0.98 4.81 0.09
H 2.86 -2.90 4.44 0.09
H 2.05 -4.47 4.28 0.10
C 3.31 3.31 -1.05 -0.05
C 4.46 2.92 -0.11 -0.44
C 4.68 1.43 -0.13 -0.23
O 3.54 0.76 0.38 -0.21
C 3.66 -0.65 0.34 -0.10
N 5.68 3.64 -0.49 0.03
H 2.82 4.22 -0.72 0.07
H 2.55 2.53 -1.01 0.06
H 3.62 3.45 -2.09 0.08
H 4.17 3.28 0.87 0.14
H 5.53 1.15 0.51 0.13
H 4.90 1.08 -1.15 0.13
H 3.98 -1.03 -0.63 0.09
H 2.66 -1.02 0.56 0.06
H 4.32 -1.00 1.15 0.09
H 6.47 3.30 0.05 0.07
H 5.94 3.44 -1.46 0.07
C -1.02 0.54 -3.08 -0.08
C -0.84 -0.74 -3.87 -0.44
C -0.63 -1.91 -2.91 -0.22
O -0.68 -3.12 -3.64 -0.19
C -0.45 -4.25 -2.83 -0.11
N -1.97 -0.92 -4.77 0.05
H -0.16 0.79 -2.45 0.07
H -1.95 0.51 -2.51 0.06
H -1.15 1.37 -3.78 0.08
H 0.07 -0.66 -4.48 0.14
H -1.45 -1.93 -2.17 0.13
H 0.33 -1.81 -2.38 0.12
H 0.62 -4.37 -2.61 0.08
H -0.82 -5.11 -3.38 0.09
H -0.97 -4.18 -1.87 0.08
H -2.81 -1.04 -4.21 0.07
H -1.87 -1.82 -5.24 0.07
```

SMILES string = COC[C@H](C)N.COC[C@H](C)N.NC(N)=O.NC(N)=O.CCO.CCO.CCO
Energy relative to the best compared isomer or geometry (same formula, charge and spin) = 0.85 kcal/mol
Spin multiplicity = 1
HOMO energy = -9.1 eV
Gap between HOMO and LUMO = 9.2 eV


| no. | strongest force on any atom (hartree/bohr) |
| --- | --- |
| 1 | 0.265 |
| 2 | 0.007 |
| 3 | 0.003 |
| 4 | 0.026 |